(1)
{"formula": "C9H12N3", "method": "wB97M-V/def2-TZVPD", "symbols": ["N", "C", "C", "N", "N", "C", "C", "C", "C", "C", "C", "C", "H", "H", "H", "H", "H", "H", "H", "H", "H", "H", "H", "H"], "positions_angstrom": [[1.385340, -2.175606, 1.172207], [0.863687, -1.240298, 0.096061], [0.675270, -1.951663, -1.279796], [-0.765993, -2.234750, -1.307469], [-1.423706, -1.693773, -0.450224], [-0.673754, -0.836201, 0.385703], [-0.987456, 0.662228, 0.259316], [-0.218065, 1.627003, 0.874949], [-0.592399, 2.936784, 0.798624], [-1.672238, 3.394288, 0.116197], [-2.489748, 2.450881, -0.468930], [-2.179050, 1.013882, -0.416971], [0.650581, -2.780790, 1.585742], [1.520517, -1.450792, 2.000297], [2.222916, -2.718501, 0.710251], [1.638196, -0.497576, 0.009419], [0.999560, -1.154476, -2.061039], [1.184175, -2.948100, -1.172187], [-0.806107, -1.261670, 1.481659], [0.669793, 1.270263, 1.318972], [0.055452, 3.641238, 1.348684], [-1.945262, 4.446188, 0.169456], [-3.387912, 2.842996, -0.998829], [-2.700220, 0.099488, -0.666103]], "forces_ev_per_angstrom": [[0.40, 1.30, 0.88], [-1.53, -0.19, -1.38], [0.87, 1.17, 1.68], [0.07, -1.35, -2.08], [-1.02, 0.17, -0.09], [2.95, 0.39, 3.55], [-1.74, -0.62, -0.66], [-0.49, -0.95, -0.89], [2.58, 1.23, 1.74], [-1.14, -0.36, -0.04], [-1.22, -2.09, -1.24], [1.42, 2.00, 1.35], [0.53, -0.23, -0.81], [0.92, -2.25, -1.80], [-1.62, 1.20, 2.08], [-0.17, 0.67, 0.20], [-0.52, -2.15, 0.76], [-0.13, 0.96, -1.32], [-0.42, 1.23, -1.67], [1.02, 0.26, 0.88], [-0.44, -0.21, -0.43], [0.06, -0.27, -0.33], [0.65, -0.78, 0.45], [-1.05, 0.87, -0.84]], "homo_ev": -12.484, "total_charge": 1, "e_lumo_ev": -4.09, "gap_ev": 8.40, "spin_multiplicity": 1, "smiles": "[NH3+][C@H]1CN=N[C@@H]1c1ccccc1"}

(2)
{"formula": "C17H21BN6Zn", "method": "wB97M-V/def2-TZVPD", "symbols": ["H", "N", "B", "N", "C", "Zn", "H", "C", "H", "C", "H", "C", "H", "H", "H", "N", "N", "N", "N", "C", "C", "H", "H", "C", "C", "C", "C", "H", "H", "H", "H", "H", "C", "C", "C", "C", "C", "C", "C", "H", "H", "H", "H", "H", "H", "H"], "positions_angstrom": [[-0.302739, 2.924335, 0.680538], [0.237108, 1.743466, -0.985545], [0.913445, 0.888163, -3.283315], [0.745113, 2.043496, -2.249915], [0.846961, 3.383228, -2.371187], [-0.178276, -0.148198, -0.300140], [1.153846, 3.823120, -3.307943], [0.469136, 3.966403, -1.163799], [0.459280, 5.007232, -0.895227], [0.084123, 2.902051, -0.331333], [1.332504, 1.255320, -4.346133], [-1.914309, -2.612127, 1.451674], [-2.216671, -2.739192, 2.499098], [-0.976027, -3.155726, 1.282774], [-2.680189, -2.972688, 0.756510], [-0.528822, 0.263232, -3.367004], [1.767778, -0.251871, -2.647487], [-1.139038, -0.217101, -2.211538], [1.376318, -0.775493, -1.416927], [-1.355662, 0.102519, -4.415476], [2.802954, -0.976508, -3.114485], [-1.059316, 0.435710, -5.400435], [3.198179, -0.779160, -4.099386], [-2.529663, -0.490872, -3.953706], [3.148787, -1.922900, -2.153112], [-2.357456, -0.664160, -2.570817], [2.224452, -1.764590, -1.109612], [-3.393601, -0.755928, -4.530153], [3.950728, -2.637476, -2.176475], [-3.052400, -1.069798, -1.847100], [2.118779, -2.306317, -0.176489], [-1.753337, -1.536783, 1.269963], [0.713342, 0.053594, 1.573330], [0.278279, -0.434517, 2.871382], [0.685434, -1.708516, 3.334877], [0.225079, -2.200543, 4.553891], [-0.592884, -1.399586, 5.367835], [-0.962741, -0.111408, 4.944951], [-0.528758, 0.369828, 3.712003], [0.796015, 1.146496, 1.558339], [1.651810, -0.416304, 1.254679], [1.373659, -2.290963, 2.720092], [0.512763, -3.204302, 4.876356], [-0.942259, -1.782296, 6.326162], [-1.583428, 0.517074, 5.587847], [-0.777497, 1.379355, 3.382037]], "forces_ev_per_angstrom": [[0.12, -0.06, -0.19], [0.71, 1.70, -0.75], [-0.76, -0.50, 0.92], [-0.62, 0.09, 1.41], [-0.10, -0.33, 0.68], [0.34, 0.47, 0.11], [0.12, 0.00, 0.13], [-0.11, -0.13, -0.12], [0.00, 0.08, -0.17], [0.43, -0.31, -1.29], [-0.07, -0.04, 0.12], [0.02, 0.20, -0.08], [0.00, -0.02, -0.36], [-0.24, 0.18, 0.03], [0.09, -0.04, 0.26], [-0.68, -0.51, 0.85], [-0.30, -0.93, 1.25], [-1.04, -0.20, -1.02], [1.76, -0.29, -1.05], [-0.29, -0.25, 0.89], [-0.18, 0.02, 0.71], [-0.05, -0.10, 0.13], [0.13, 0.04, 0.15], [0.14, 0.12, 0.02], [-0.08, -0.05, -0.08], [1.11, 0.58, -0.82], [-0.18, 0.83, -1.09], [-0.11, -0.01, -0.13], [0.05, -0.03, -0.18], [0.22, 0.03, -0.03], [0.04, 0.12, -0.19], [0.00, -0.40, 0.14], [-0.38, 0.04, -1.14], [-0.17, -0.34, 1.01], [-0.48, 0.56, 0.11], [-0.10, 0.40, 0.11], [-0.03, -0.01, -0.30], [0.22, -0.33, -0.02], [0.31, -0.69, -0.07], [0.26, -0.27, 0.06], [0.00, 0.33, 0.20], [-0.24, 0.04, 0.12], [-0.07, 0.34, -0.02], [0.07, 0.11, -0.22], [0.19, -0.21, -0.17], [-0.07, -0.24, 0.09]], "homo_ev": -7.376, "e_lumo_ev": 0.54, "gap_ev": 7.92, "spin_multiplicity": 1}

(3)
{"formula": "C3H5N3", "method": "wB97M-V/def2-TZVPD", "symbols": ["H", "N", "C", "C", "N", "N", "C", "H", "H", "H", "H"], "positions_angstrom": [[1.550382, -1.992337, -0.520888], [1.257622, -1.050369, -0.774539], [0.086452, -0.803611, -0.350765], [-0.701812, -1.766301, 0.436559], [-1.276382, -2.492360, 1.130570], [-0.521533, 0.435784, -0.505506], [0.148456, 1.589258, 0.097019], [-1.503375, 0.402805, -0.269289], [0.173651, 1.500021, 1.191674], [-0.384721, 2.506840, -0.164744], [1.171261, 1.670271, -0.270091]], "forces_ev_per_angstrom": [[-0.03, 0.11, -0.03], [-0.27, -0.01, 0.26], [0.23, 0.05, 0.04], [-0.40, -0.68, 0.40], [0.48, 0.66, -0.71], [-0.22, -0.12, 0.11], [0.18, 0.19, 0.05], [0.08, 0.02, 0.07], [0.05, 0.08, -0.13], [0.04, -0.21, -0.04], [-0.14, -0.09, -0.04]], "homo_ev": -9.952, "e_lumo_ev": 0.38, "gap_ev": 10.33, "spin_multiplicity": 1, "smiles": "[H]/N=C(\\C#N)NC"}

(4)
{"formula": "C3H12NOS", "method": "wB97M-V/def2-TZVPD", "symbols": ["C", "C", "C", "S", "N", "H", "H", "H", "H", "H", "H", "H", "H", "H", "H", "H", "H", "O"], "positions_angstrom": [[-0.478333, -1.068073, -1.119489], [0.270683, 0.028957, -0.395545], [-0.615170, 0.731351, 0.639110], [0.241626, 2.160841, 1.436243], [0.646632, 1.084903, -1.446091], [-0.848900, -1.807730, -0.406583], [-1.365338, -0.667600, -1.609914], [0.126585, -1.538989, -1.889608], [1.208908, -0.168629, 0.108486], [-0.844547, 0.020733, 1.430708], [-1.556052, 0.970679, 0.144380], [-0.696434, 3.057193, 1.136634], [1.152411, 1.857142, -0.978454], [-0.229102, 1.373440, -1.960162], [1.206202, 0.680515, -2.240245], [1.162427, -2.722740, 2.127181], [0.075484, -2.003913, 2.931391], [0.542921, -1.988087, 2.091951]], "forces_ev_per_angstrom": [[-0.04, -0.38, 0.39], [-0.17, 1.64, -0.36], [0.15, -0.31, 0.03], [-0.40, -0.50, -0.15], [-0.42, -1.12, 0.06], [0.27, -0.12, 0.04], [0.08, 0.22, -0.06], [0.10, -0.13, 0.04], [0.08, -0.88, -0.21], [0.07, -0.10, -0.05], [0.05, 0.55, 0.24], [-0.08, 0.24, -0.09], [-0.13, 0.28, -0.38], [-0.02, 0.64, 0.25], [0.45, -0.01, 0.26], [0.00, -0.03, 0.04], [0.03, -0.05, 0.09], [-0.02, 0.08, -0.13]], "homo_ev": [-3.209, -9.624], "e_lumo_ev": [0.31, 0.24], "gap_ev": [3.52, 9.86], "spin_multiplicity": 2}

(5)
{"formula": "C4H7OP", "method": "wB97M-V/def2-TZVPD", "symbols": ["C", "C", "C", "C", "O", "P", "H", "H", "H", "H", "H", "H", "H"], "positions_angstrom": [[-1.089293, -0.784018, -0.597627], [-0.920523, -0.644565, 0.853835], [-0.598023, 0.442769, -0.068096], [0.791279, 0.811884, -0.168829], [3.256885, 0.187193, 0.396903], [2.093693, -0.448404, -0.200888], [-0.174910, -1.297462, -1.054870], [-2.039153, -0.836742, -1.052598], [-1.787110, -0.396896, 1.580637], [-0.149188, -1.331011, 1.331462], [-1.391871, 1.238147, -0.045624], [1.162441, 1.620858, 0.477822], [0.845771, 1.438247, -1.452131]], "forces_ev_per_angstrom": [[1.87, -2.37, -1.71], [-1.37, -1.45, 3.98], [-1.23, 2.54, 1.57], [0.75, 4.08, -4.96], [3.27, 1.24, 1.42], [-2.35, -1.73, -1.21], [-1.98, -0.10, 0.20], [-0.67, -0.26, -0.66], [1.28, -0.90, -1.55], [-0.87, 1.41, -0.64], [1.35, -0.33, 0.01], [-0.28, -0.51, 0.00], [0.23, -1.63, 3.54]], "homo_ev": [-7.034, -10.211], "e_lumo_ev": [0.94, -2.55], "gap_ev": [7.98, 7.66], "spin_multiplicity": 3}

(6)
{"formula": "C18H27FN5O3SeSiTi", "method": "wB97M-V/def2-TZVPD", "symbols": ["Ti", "N", "C", "C", "O", "N", "C", "C", "O", "O", "H", "H", "H", "H", "H", "H", "C", "Si", "C", "C", "N", "C", "C", "C", "C", "C", "C", "F", "H", "H", "H", "H", "H", "H", "H", "H", "H", "H", "H", "H", "H", "C", "N", "C", "C", "N", "C", "C", "Se", "H", "H", "H", "H", "H", "H", "H", "H"], "positions_angstrom": [[0.047990, 0.126518, -0.179432], [-0.965440, 1.491058, 1.262332], [-0.367650, 1.486222, 2.609310], [0.582364, 0.307285, 2.737941], [1.264973, 0.168105, 3.734744], [0.569334, -0.501564, 1.644677], [1.357419, -1.720914, 1.724186], [1.403053, -2.323864, 0.333913], [1.913182, -3.364068, 0.061361], [0.795867, -1.516720, -0.563401], [-1.004654, 2.425560, 0.864838], [-1.926492, 1.164240, 1.291478], [-1.126058, 1.399409, 3.387666], [0.182099, 2.406078, 2.797813], [0.936291, -2.436003, 2.433407], [2.381520, -1.528657, 2.047471], [-3.359576, -2.223703, -1.809658], [-2.964542, -1.018637, -0.457965], [-4.468560, -0.043857, 0.086043], [-2.299175, -1.927305, 1.034794], [-1.673292, 0.073375, -1.031444], [-1.797408, 0.665033, -2.307108], [-2.981830, 1.097395, -2.903681], [-2.972318, 1.628769, -4.186347], [-1.792548, 1.751504, -4.906368], [-0.592779, 1.338866, -4.337842], [-0.653522, 0.819725, -3.073395], [0.506766, 0.388226, -2.447566], [-4.127519, -2.926797, -1.480744], [-2.470080, -2.796405, -2.079467], [-3.726366, -1.723968, -2.707438], [-5.042177, -0.626757, 0.809999], [-5.138234, 0.178596, -0.746002], [-4.212685, 0.907985, 0.559620], [-3.076753, -2.631758, 1.342912], [-2.083174, -1.297772, 1.899961], [-1.411380, -2.517750, 0.802525], [-3.912302, 1.020299, -2.358294], [-3.905028, 1.951808, -4.628260], [-1.800687, 2.164904, -5.904584], [0.351396, 1.408363, -4.859646], [3.801833, 0.848446, 1.954685], [3.107259, 2.130853, 2.029970], [3.222937, 2.996625, 3.093187], [2.498495, 4.094884, 2.793798], [1.942863, 3.884619, 1.548755], [1.118176, 4.862785, 0.850860], [2.309841, 2.670381, 1.096562], [1.871957, 1.943200, -0.587468], [4.867790, 1.019516, 2.086308], [3.623783, 0.411777, 0.976454], [3.422920, 0.199172, 2.739888], [3.803201, 2.752963, 3.964953], [2.337982, 5.003248, 3.346483], [1.705304, 5.754255, 0.641107], [0.265922, 5.131772, 1.473254], [0.779053, 4.432092, -0.086847]], "forces_ev_per_angstrom": [[0.06, -0.12, -0.02], [0.04, 0.10, 0.04], [-0.01, -0.06, 0.04], [-0.13, 0.16, -0.04], [0.01, -0.14, 0.02], [0.04, 0.13, -0.17], [-0.02, 0.07, -0.01], [-0.01, 0.00, 0.20], [0.00, -0.02, -0.11], [0.03, 0.09, -0.05], [0.00, -0.03, 0.02], [0.02, 0.00, -0.01], [0.00, 0.02, 0.00], [0.01, 0.01, 0.00], [-0.03, -0.02, -0.03], [-0.02, -0.06, 0.03], [0.00, 0.03, -0.05], [0.02, -0.06, 0.06], [-0.02, 0.02, -0.03], [0.00, 0.00, -0.02], [0.05, -0.05, 0.09], [0.09, -0.06, 0.00], [-0.03, 0.03, 0.05], [-0.01, 0.00, 0.00], [0.02, -0.01, 0.02], [-0.04, 0.02, -0.04], [0.01, 0.00, 0.01], [0.00, 0.01, 0.03], [-0.01, 0.00, 0.01], [0.00, -0.01, 0.00], [0.00, -0.02, -0.01], [0.00, 0.00, 0.00], [-0.01, 0.01, 0.01], [0.00, 0.00, 0.02], [-0.01, 0.00, 0.00], [0.00, 0.00, 0.00], [0.00, 0.00, 0.01], [0.00, 0.00, -0.01], [0.00, 0.00, 0.00], [0.01, 0.00, 0.00], [0.01, 0.00, 0.01], [0.04, -0.01, 0.00], [-0.01, 0.03, 0.01], [-0.03, 0.00, 0.01], [0.04, 0.01, -0.01], [0.00, -0.04, 0.05], [-0.03, 0.03, -0.02], [0.01, 0.00, -0.01], [-0.08, -0.04, -0.09], [0.00, 0.00, -0.02], [-0.01, 0.00, 0.00], [0.01, 0.03, 0.02], [0.00, -0.02, 0.00], [-0.01, 0.01, -0.01], [0.01, -0.01, 0.00], [0.00, -0.01, -0.01], [0.00, 0.00, 0.01]], "homo_ev": -11.306, "total_charge": 1, "e_lumo_ev": -3.53, "gap_ev": 7.78, "spin_multiplicity": 1}